No. 1
12
Properties=species:S:1:pos:R:3 method="wB97M-V/def2-TZVPD" largest_force_ev_per_a=0.4 e_above_lowest_kcal_mol=94.6 multiplicity=1 homo_ev=-9.4 e_lumo_ev=0.007 gap_ha=0.345
H -0.98784 0.54737 1.89042
H 1.30643 -1.85752 0.01009
C -0.06558 1.01534 1.57000
H -1.33037 0.14355 -3.01732
C 0.87259 -0.95396 0.45197
C -0.35142 -0.35852 -1.49818
H 0.07475 -1.24761 -1.99185
N -1.15444 0.44993 -2.06128
H -0.19369 1.80043 0.83632
N 0.05504 -0.16872 -0.19067
O 1.15075 -0.63418 1.63219
H 0.62378 1.26389 2.36830

=====

No. 2
12
Properties=species:S:1:pos:R:3 method="wB97M-V/def2-TZVPD" largest_force_ev_per_a=0.4 e_above_lowest_kcal_mol=94.5 multiplicity=1 homo_ev=-9.4 e_lumo_ev=0.012 gap_ha=0.345
H -0.24781 1.93829 -1.16007
H 0.98215 -0.81194 1.53694
N -0.20761 0.09872 -0.12525
C 0.29773 1.22970 -0.52476
H -2.07826 0.34451 -1.04862
H 2.38488 0.32520 1.33855
C 1.63855 -0.29105 0.85189
O 1.46556 1.48584 -0.15340
C -1.48165 -0.34298 -0.42741
H -2.85902 -1.61013 -0.32500
H 2.01010 -0.90211 0.03899
N -1.90460 -1.46404 -0.00186

=====

No. 3
12
Properties=species:S:1:pos:R:3 method="wB97M-V/def2-TZVPD" largest_force_ev_per_a=1.7 e_above_lowest_kcal_mol=58.0 multiplicity=1 homo_ev=-9.9 e_lumo_ev=0.769 gap_ha=0.391
H 1.18678 -0.82406 -1.77456
N 0.58816 -0.84427 -0.95037
N -1.10174 0.66150 -1.66295
O 2.17599 -0.04075 0.56147
C 1.27581 -0.79230 0.31678
C -0.40978 0.09633 -0.76196
H -1.70565 1.40412 -1.30330
H 0.01410 0.25300 1.76834
H 0.86488 -1.54696 1.00191
C -0.62509 0.37643 0.85560
H -1.52030 -0.18844 1.09967
H -0.75975 1.44644 0.82894

=====

No. 4
12
Properties=species:S:1:pos:R:3 method="wB97M-V/def2-TZVPD" largest_force_ev_per_a=0.7 e_above_lowest_kcal_mol=24.2 smiles="NC1=NCCO1" multiplicity=1 homo_ev=-8.7 e_lumo_ev=1.020 gap_ha=0.358
C -0.54234 0.41505 0.57160
C 0.18275 -0.13945 -1.39488
H -0.16260 -0.58227 -2.33331
H -1.94585 1.66476 1.13026
H 1.86818 -1.27012 -0.37028
H 0.87936 0.67593 -1.64466
C 0.80135 -1.06363 -0.35809
N -0.94417 0.39684 -0.64049
O 0.58982 -0.27001 0.87895
H -0.80866 1.41864 2.38699
N -1.23736 1.07545 1.54439
H 0.21978 -2.00104 -0.33502

=====

No. 5
12
Properties=species:S:1:pos:R:3 method="wB97M-V/def2-TZVPD" largest_force_ev_per_a=2.8 e_above_lowest_kcal_mol=121.8 multiplicity=1 homo_ev="-8.6 / -9.2" e_lumo_ev="-0.141 / -0.462" gap_ha="0.311 / 0.321"
C 0.53575 -0.72079 -0.74612
H -1.71416 -0.51547 0.67034
H -1.10672 -2.02361 1.17677
O -0.18845 1.44828 -0.10670
H 0.22447 1.04210 -2.08815
H 1.26534 -0.17334 1.15556
C -0.87200 -0.92785 1.26746
N 0.70930 -0.90311 -1.89258
H -0.83368 -0.58528 2.34352
H 1.29436 2.07107 -1.14389
N 0.29506 1.75426 -1.27670
C 0.39073 -0.46626 0.64049

=====

No. 6
12
Properties=species:S:1:pos:R:3 method="wB97M-V/def2-TZVPD" largest_force_ev_per_a=0.4 e_above_lowest_kcal_mol=30.5 smiles="NC(=O)[C@H]1CN1" multiplicity=1 homo_ev=-9.7 e_lumo_ev=0.968 gap_ha=0.392
H 1.86863 0.20644 1.08252
C -1.22142 -0.20023 0.39186
N 1.14841 0.41586 0.40180
H 0.36932 -1.59860 0.86019
O -2.03289 -0.77556 1.09189
N -1.47449 0.96485 -0.28351
H -2.27059 1.48502 0.05614
C 1.16465 -0.39737 -0.80086
C 0.19694 -0.68957 0.28880
H 1.97418 -1.10993 -0.95902
H -0.66369 1.52680 -0.50767
H 0.83009 0.10349 -1.70707

=====

No. 7
12
Properties=species:S:1:pos:R:3 method="wB97M-V/def2-TZVPD" largest_force_ev_per_a=3.9 e_above_lowest_kcal_mol=8.3 multiplicity=3 homo_ev="-7.5 / -9.5" e_lumo_ev="1.002 / -0.177" gap_ha="0.313 / 0.342"
H -0.05137 -2.39834 -0.27198
O 2.22102 1.55595 -0.02758
H 0.48348 0.16892 1.49037
C 0.22448 -1.34528 -0.29963
C -0.79178 -0.25360 -0.19501
C 0.00262 0.76338 0.72377
H -0.85008 0.14234 -1.25782
N 0.99668 1.34418 -0.19432
H -0.60549 1.52849 1.01447
H 2.20490 -1.65335 -0.31417
N 1.41396 -0.92212 -0.28558
H -1.70233 -0.53155 0.24970

=====

No. 8
13
Properties=species:S:1:pos:R:3 method="wB97M-V/def2-TZVPD" largest_force_ev_per_a=5.7 e_above_lowest_kcal_mol=42.2 smiles="CN(C=O)C(N)=O" multiplicity=1 homo_ev=-10.1 e_lumo_ev=0.640 gap_ha=0.396
H -1.12895 1.87331 0.79794
O 2.35646 0.92570 -0.03276
N 0.27418 -0.28366 0.05730
H -2.59544 1.22874 0.46633
H 0.52821 1.77481 -0.31895
C 0.84188 -1.73823 -0.06146
C 1.13532 0.91603 -0.06737
N -1.56837 1.20024 0.26367
C -1.05777 -0.01781 -0.04328
H 0.33552 -2.10209 -1.07456
H 0.59405 -2.33113 0.77115
H 2.01402 -1.44817 -0.04404
O -1.88205 -0.97213 -0.19374